77
Properties=species:S:1:pos:R:3 method="wB97M-V/def2-TZVPD" homo_lumo_gap_ev="5.0 / 5.0" homo_ev="-2.1 / -2.1" s_squared=0.7557 lumo_energy_ev="2.84 / 2.84" spin_multiplicity=2 charge=-2
Ti -1.50251 0.71177 0.33973
O -6.46715 1.19402 -2.66290
C -5.59051 0.06746 -2.66588
C -4.29538 0.27209 -1.86752
C -4.69348 0.77529 -0.47869
O -3.67165 0.48983 0.45926
C -3.64265 -1.11637 -1.76434
Se -1.69751 -1.18335 -1.45581
C -3.40641 1.26755 -2.63981
Se -2.15715 2.35379 -1.58889
H -5.92471 1.97507 -2.81925
H -5.32653 -0.20656 -3.69570
H -6.16638 -0.75508 -2.23384
H -5.60523 0.25792 -0.16047
H -4.88560 1.85141 -0.49970
H -3.99878 0.43508 1.37806
H -3.79875 -1.63764 -2.71320
H -4.14278 -1.69172 -0.98277
H -4.02426 1.98135 -3.19718
H -2.82521 0.70580 -3.37566
C 2.65234 -2.47102 -5.06407
C 2.97540 -3.78123 -4.34232
C 2.43334 -3.79105 -2.94965
N 3.17000 -3.62828 -1.90815
N 2.45506 -3.53847 -0.73937
C 1.16834 -3.63395 -0.93117
N 0.22786 -3.61239 0.05006
S 0.73694 -3.88355 -2.59423
H 3.10394 -2.45070 -6.05822
H 3.01564 -1.62123 -4.48624
H 1.57457 -2.34400 -5.17575
H 4.05505 -3.91150 -4.25263
H 2.58512 -4.63146 -4.90918
H 0.57976 -3.19740 0.90511
H -0.63978 -3.15109 -0.23171
N 3.22281 -0.59435 -0.35663
C 2.54315 0.07520 -1.33325
N 1.83460 -0.48216 -2.25822
C 1.30916 0.48058 -3.10622
C 0.44878 0.22261 -4.17074
C -0.02400 1.27980 -4.92625
C 0.33932 2.59498 -4.63205
C 1.17583 2.87107 -3.56525
C 1.65321 1.80814 -2.81334
S 2.67673 1.83096 -1.41077
H 2.97278 -1.57935 -0.29422
H 3.22542 -0.13100 0.54045
H 0.13250 -0.79601 -4.35158
H -0.71110 1.08785 -5.74203
H -0.06672 3.41029 -5.21767
H 1.42611 3.89202 -3.30668
F 0.82546 -1.26392 1.79548
B 0.50959 -0.01514 1.34042
F 1.50238 0.83025 1.76918
F -3.14780 -2.07625 3.54707
B -2.82204 -0.76161 3.25865
F -4.02372 -0.00735 3.07097
F -2.05254 -0.19108 4.25003
F -2.10102 -0.73777 1.99360
O -0.26284 2.56914 0.48801
C -0.82319 2.82605 1.57493
O -1.72372 2.10209 2.05915
C -0.37199 4.03621 2.34543
C -0.94462 4.32623 3.57499
C -0.49264 5.43586 4.26933
C 0.50582 6.25969 3.78858
C 1.05064 5.93556 2.56135
C 0.63476 4.83850 1.82783
N 2.11499 6.80298 2.02603
O 2.56369 6.53890 0.93162
O 2.45945 7.75794 2.70058
N -1.09132 5.76760 5.57475
O -2.01410 5.08580 5.96328
O -0.65626 6.74154 6.16496
H -1.71792 3.68062 3.96843
H 0.84497 7.11681 4.34648
H 1.07414 4.58813 0.87227